No. 1
Molecular formula: C4H3ClO
Method: DFT, ωB97M-V with the def2-TZVPD basis set

* LUMO level (alpha / beta): -0.95 / -0.97 eV
* HOMO (alpha / beta): -0.304 / -0.305 hartree
* ΔE to the lowest compared entry with this formula, charge and spin: 382.4 kJ/mol
* total energy: -689.47921 Ha
* HOMO-LUMO gap (alpha / beta): 7.32 / 7.34 eV

```
! wB97M-V def2-TZVPD RIJCOSX def2/J DEFGRID3
* xyz 0 1
C -0.5906 -0.1535 -0.2371
C -2.3647 1.2370 0.2020
C 1.7354 -0.5284 0.0028
C 0.7431 0.3431 0.0494
O -3.2755 1.0620 -0.4681
Cl -1.2457 -1.5564 0.4155
H 2.6710 -0.2687 -0.1178
H 1.4364 -1.5299 -0.0720
H 0.8906 1.3948 0.2253
*
```

The net atomic charges from natural (NBO), expressed in e, are: atom 1 (C): -0.0402, atom 2 (C): 0.5120, atom 3 (C): -0.3043, atom 4 (C): -0.3492, atom 5 (O): -0.5041, atom 6 (Cl): 0.0683, atom 7 (H): 0.1914, atom 8 (H): 0.1880, atom 9 (H): 0.2381

***

No. 2
Molecular formula: C4H3ClO2
Method: DFT, ωB97M-V with the def2-TZVPD basis set

* LUMO level: -1.56 eV
* HOMO: -0.333 hartree
* ΔE to the lowest compared entry with this formula, charge and spin: 376.2 kJ/mol
* total energy: -764.73564 Ha
* HOMO-LUMO gap: 7.49 eV

```
! wB97M-V def2-TZVPD RIJCOSX def2/J DEFGRID3
* xyz 0 1
C 1.4347 -1.1203 0.1057
C 1.1223 -1.2936 -1.2017
C 0.9461 0.2348 0.4343
C 0.2911 0.8031 -0.8269
O 0.3921 -0.1212 -1.6954
O 0.8699 0.7797 1.5167
Cl -3.5380 1.9929 1.0300
H 1.8688 -1.6739 0.9090
H 1.2365 -1.9931 -1.8850
H -4.6236 2.3916 1.6133
*
```

The net atomic charges from natural (NBO), expressed in e, are: atom 1 (C): -0.3657, atom 2 (C): 0.1660, atom 3 (C): 0.3701, atom 4 (C): 0.2468, atom 5 (O): -0.4507, atom 6 (O): -0.4225, atom 7 (Cl): -0.2658, atom 8 (H): 0.2591, atom 9 (H): 0.1968, atom 10 (H): 0.2659

***

No. 3
Molecular formula: C4H3ClO3S
Method: DFT, ωB97M-V with the def2-TZVPD basis set

* LUMO level: -1.25 eV
* HOMO: -0.355 hartree
* ΔE to the lowest compared entry with this formula, charge and spin: 117.9 kJ/mol
* total energy: -1238.21207 Ha
* SMILES string: CO[C@]1(C(=S)Cl)OC1=O
* HOMO-LUMO gap: 8.40 eV

```
! wB97M-V def2-TZVPD RIJCOSX def2/J DEFGRID3
* xyz 0 1
C 2.5761 2.1361 -0.4248
C 2.1080 0.6278 -0.4381
C 2.9665 -0.5920 -0.2194
C -0.0459 -0.1660 -0.0257
O 2.9455 2.9815 -1.1592
O 2.1241 1.6689 0.7183
O 0.8882 0.4836 -0.9477
S 2.5846 -1.9954 -0.8965
Cl 4.1625 -0.3689 1.0106
H -0.6507 -0.6363 -0.7325
H -0.4824 0.5680 0.5054
H 0.4226 -0.7878 0.5951
*
```

The net atomic charges from natural (NBO), expressed in e, are: atom 1 (C): 0.8396, atom 2 (C): 0.2750, atom 3 (C): -0.2451, atom 4 (C): -0.2391, atom 5 (O): -0.4864, atom 6 (O): -0.4558, atom 7 (O): -0.4790, atom 8 (S): 0.1527, atom 9 (Cl): 0.0717, atom 10 (H): 0.2049, atom 11 (H): 0.1847, atom 12 (H): 0.1768

***

No. 4
Molecular formula: C4H3ClOS
Method: DFT, ωB97M-V with the def2-TZVPD basis set

* LUMO level (alpha / beta): -1.08 / -1.31 eV
* HOMO (alpha / beta): -0.301 / -0.286 hartree
* ΔE to the lowest compared entry with this formula, charge and spin: 378.5 kJ/mol
* total energy: -1087.67829 Ha
* HOMO-LUMO gap (alpha / beta): 7.11 / 6.46 eV

```
! wB97M-V def2-TZVPD RIJCOSX def2/J DEFGRID3
* xyz 0 1
C -0.7591 -0.6874 -0.2276
C -0.9552 -1.4642 -1.3716
C -2.4903 -3.3734 0.6641
C 0.4414 0.0010 0.0199
O -2.2612 -3.5387 1.7980
S -2.4463 -2.7049 -0.7910
Cl 0.2166 -2.1268 -2.1917
H -1.4557 -0.8140 0.6453
H 0.5375 0.7315 0.8482
H 1.3187 -0.1034 -0.6571
*
```

The net atomic charges from natural (NBO), expressed in e, are: atom 1 (C): -0.3236, atom 2 (C): -0.2459, atom 3 (C): 0.3678, atom 4 (C): -0.3362, atom 5 (O): -0.4479, atom 6 (S): 0.2040, atom 7 (Cl): 0.1461, atom 8 (H): 0.2320, atom 9 (H): 0.2062, atom 10 (H): 0.1974

***

No. 5
Molecular formula: C4H3ClOS
Method: DFT, ωB97M-V with the def2-TZVPD basis set

* LUMO level: 0.74 eV
* HOMO: -0.310 hartree
* ΔE to the lowest compared entry with this formula, charge and spin: 47.2 kJ/mol
* total energy: -1087.80449 Ha
* SMILES string: Sc1coc(Cl)c1
* HOMO-LUMO gap: 9.17 eV

```
! wB97M-V def2-TZVPD RIJCOSX def2/J DEFGRID3
* xyz 0 1
C 0.2122 -0.2607 1.0713
C -0.6938 -1.1394 0.5760
C -0.2027 0.1852 -1.0459
C 0.5037 0.6547 -0.0240
H 1.3413 1.1455 2.6136
H -1.1959 -1.9833 1.0129
H 1.1977 1.5081 -0.0847
O -1.0114 -0.8708 -0.6883
S 0.8540 -0.1200 2.7063
Cl -0.3431 0.6810 -2.6354
*
```

The net atomic charges from natural (NBO), expressed in e, are: atom 1 (C): -0.2612, atom 2 (C): 0.0744, atom 3 (C): 0.2024, atom 4 (C): -0.3217, atom 5 (H): 0.1377, atom 6 (H): 0.2103, atom 7 (H): 0.2457, atom 8 (O): -0.3977, atom 9 (S): 0.0392, atom 10 (Cl): 0.0710

***

No. 6
Molecular formula: C4H3CuO2
Method: DFT, ωB97M-V with the def2-TZVPD basis set

* LUMO level: -1.44 eV
* HOMO: -0.306 hartree
* total energy: -1944.98961 Ha
* HOMO-LUMO gap: 6.87 eV

```
! wB97M-V def2-TZVPD RIJCOSX def2/J DEFGRID3
* xyz 0 1
O -2.9685 0.3402 -0.3503
C -1.9377 -0.6077 -0.1036
C -0.6437 0.0684 0.0469
C 0.4590 0.6127 0.1597
H -2.9228 1.0253 0.3228
H -1.8822 -1.3320 -0.9357
H -2.1626 -1.1844 0.8111
C 4.9491 -0.8856 -0.0624
O 4.4404 0.1240 0.0037
Cu 2.6690 1.8391 0.1078
*
```

The net atomic charges from natural (NBO), expressed in e, are: atom 1 (O): -0.7139, atom 2 (C): -0.1315, atom 3 (C): -0.2751, atom 4 (C): -0.5235, atom 5 (H): 0.4693, atom 6 (H): 0.1979, atom 7 (H): 0.1757, atom 8 (C): 0.5816, atom 9 (O): -0.5765, atom 10 (Cu): 0.7961

***

No. 7
Molecular formula: C4H3EuO5
Method: DFT, ωB97M-V with the def2-TZVPD basis set

* <S²>: 20.01
* LUMO level (alpha / beta): -0.95 / -0.55 eV
* HOMO (alpha / beta): -0.190 / -0.346 hartree
* ΔE to the lowest compared entry with this formula, charge and spin: 0.0 kJ/mol
* total energy: -1240.66607 Ha
* HOMO-LUMO gap (alpha / beta): 4.23 / 8.86 eV

```
! wB97M-V def2-TZVPD RIJCOSX def2/J DEFGRID3
* xyz 0 9
O -2.1961 3.0701 0.7971
C -2.1629 2.1117 0.0887
C 1.2491 0.4616 -0.7061
C 1.6293 -0.5606 0.3391
O 0.7881 -1.7066 0.2917
C -0.4921 -1.5196 0.0185
O -0.7419 -0.5524 -0.7891
O -1.4151 -2.0206 0.6845
O 0.8905 1.6059 -0.3650
H 1.4876 0.2502 -1.7672
H 1.5441 -0.0956 1.3310
H 2.6769 -0.8619 0.2002
Eu -3.2574 -0.1822 -0.1233
*
```

The net atomic charges from Mulliken, expressed in e, are: atom 1 (O): -0.2755, atom 2 (C): 0.0633, atom 3 (C): 0.2490, atom 4 (C): -0.4141, atom 5 (O): -0.3695, atom 6 (C): 0.9353, atom 7 (O): -0.7191, atom 8 (O): -0.7567, atom 9 (O): -0.5574, atom 10 (H): 0.3336, atom 11 (H): 0.2747, atom 12 (H): 0.2692, atom 13 (Eu): 0.9671

***

No. 8
Molecular formula: C4H3F2NO
Method: DFT, ωB97M-V with the def2-TZVPD basis set

* LUMO level: 0.66 eV
* HOMO: -0.351 hartree
* ΔE to the lowest compared entry with this formula, charge and spin: 222.0 kJ/mol
* total energy: -483.83072 Ha
* HOMO-LUMO gap: 10.20 eV

```
! wB97M-V def2-TZVPD RIJCOSX def2/J DEFGRID3
* xyz 0 1
C -1.7620 0.7262 -0.0002
C -0.3787 0.1240 0.1315
C -0.0841 -1.1806 0.0960
C 0.9917 0.5245 -0.0276
H -1.7982 1.5214 -0.8632
H -2.1610 1.2904 0.8876
H -0.8480 -2.0135 0.3495
N 1.2044 -1.5994 0.0381
O 1.9166 -0.4971 -0.1781
F -2.7479 -0.2594 -0.1104
F 1.4636 1.7271 0.0645
*
```

The net atomic charges from natural (NBO), expressed in e, are: atom 1 (C): 0.0472, atom 2 (C): -0.2910, atom 3 (C): -0.0375, atom 4 (C): 0.6872, atom 5 (H): 0.1926, atom 6 (H): 0.1942, atom 7 (H): 0.2277, atom 8 (N): -0.1382, atom 9 (O): -0.2551, atom 10 (F): -0.3524, atom 11 (F): -0.2747

***

No. 9
Molecular formula: C4H3F3
Method: DFT, ωB97M-V with the def2-TZVPD basis set

* LUMO level: 0.38 eV
* HOMO: -0.325 hartree
* ΔE to the lowest compared entry with this formula, charge and spin: 354.6 kJ/mol
* total energy: -453.63114 Ha
* HOMO-LUMO gap: 9.23 eV

```
! wB97M-V def2-TZVPD RIJCOSX def2/J DEFGRID3
* xyz 0 1
C -1.8883 -1.3728 0.3601
C -1.2548 -0.3613 0.3095
C -0.5029 0.7598 0.1859
C 1.5513 0.0923 -0.3363
F -0.7032 1.5544 -0.8935
F 1.5122 -1.0879 -1.0869
F 2.3200 -0.1217 0.6518
H -2.5817 -2.0973 0.6119
H -0.2345 1.5734 1.0430
H 1.7821 1.0611 -0.8455
*
```

The net atomic charges from natural (NBO), expressed in e, are: atom 1 (C): -0.1262, atom 2 (C): -0.1476, atom 3 (C): 0.1142, atom 4 (C): 0.5835, atom 5 (F): -0.3454, atom 6 (F): -0.3483, atom 7 (F): -0.3045, atom 8 (H): 0.2280, atom 9 (H): 0.2086, atom 10 (H): 0.1377

***

No. 10
Molecular formula: C4H3F3
Method: DFT, ωB97M-V with the def2-TZVPD basis set

* LUMO level: 0.96 eV
* HOMO: -0.408 hartree
* ΔE to the lowest compared entry with this formula, charge and spin: 66.0 kJ/mol
* total energy: -453.74109 Ha
* HOMO-LUMO gap: 12.06 eV

```
! wB97M-V def2-TZVPD RIJCOSX def2/J DEFGRID3
* xyz 0 1
C -0.6368 -0.7511 -0.6905
C 0.5692 -0.9139 -0.1933
C -0.7735 0.6258 -0.0023
C 0.7515 0.4876 0.3373
F -1.5708 0.4840 1.2097
F 1.5269 1.3649 -0.3963
F 1.2601 0.5186 1.5396
H -1.3071 -1.5083 -1.0923
H 1.1483 -1.8543 -0.2267
H -0.9679 1.5466 -0.4852
*
```

The net atomic charges from natural (NBO), expressed in e, are: atom 1 (C): -0.1891, atom 2 (C): -0.2152, atom 3 (C): 0.1425, atom 4 (C): 0.6345, atom 5 (F): -0.3675, atom 6 (F): -0.3441, atom 7 (F): -0.3002, atom 8 (H): 0.2321, atom 9 (H): 0.2191, atom 10 (H): 0.1877